Record 1
{
  "formula": "C21H36F2O21",
  "method": "ωB97M-V/def2-TZVPD",
  "species": ["C", "C", "O", "C", "O", "O", "F", "H", "H", "H", "C", "C", "O", "C", "O", "O", "F", "H", "H", "H", "C", "O", "C", "O", "O", "C", "H", "H", "H", "H", "H", "H", "C", "O", "C", "O", "O", "C", "H", "H", "H", "H", "H", "H", "C", "O", "C", "O", "O", "C", "H", "H", "H", "H", "H", "H", "C", "O", "C", "O", "O", "C", "H", "H", "H", "H", "H", "H", "C", "O", "C", "O", "O", "C", "H", "H", "H", "H", "H", "H"],
  "coordinates": [[-11.82256, 13.36912, -8.54155], [-11.23558, 14.42868, -9.51445], [-12.30694, 15.39073, -9.49828], [-13.42697, 14.80471, -9.09505], [-14.51539, 15.29388, -8.84199], [-13.14029, 13.51347, -8.93433], [-11.02178, 13.89858, -10.69608], [-11.68770, 13.54122, -7.47369], [-11.59774, 12.35718, -8.87848], [-10.25981, 14.74801, -9.14835], [-17.28945, 21.95231, -9.28496], [-16.84937, 20.53547, -9.42809], [-17.48960, 19.94201, -8.28606], [-18.41976, 20.66396, -7.74640], [-19.24627, 20.28720, -7.01960], [-18.31115, 21.91865, -8.21639], [-15.50863, 20.59639, -9.21690], [-17.78706, 22.30973, -10.18647], [-16.47518, 22.62005, -9.00355], [-17.08766, 20.00227, -10.34843], [-5.73810, 12.70071, -12.01500], [-5.20116, 11.59982, -11.32338], [-5.76658, 11.18355, -10.13501], [-6.71222, 11.66944, -9.60153], [-5.11721, 9.98002, -9.76888], [-5.45667, 9.42118, -8.49034], [-5.85908, 12.28284, -13.01442], [-5.00558, 13.46091, -12.28635], [-6.67340, 13.20062, -11.76318], [-4.96520, 8.46711, -8.29978], [-6.51760, 9.26313, -8.29657], [-5.15966, 10.07034, -7.66663], [-17.72209, 15.41205, -3.68224], [-18.45990, 15.13855, -2.49547], [-17.82388, 14.55209, -1.49791], [-16.61593, 14.51475, -1.32708], [-18.68082, 14.24288, -0.51483], [-18.19521, 13.66449, 0.63185], [-17.01571, 16.21069, -3.45574], [-18.37717, 15.82352, -4.45014], [-17.28792, 14.49124, -4.07171], [-18.92206, 13.09092, 1.20701], [-17.58233, 14.23668, 1.32833], [-17.41518, 12.96741, 0.32566], [-10.35547, 8.37640, -12.75771], [-10.06516, 7.12262, -13.21542], [-10.99241, 6.36026, -13.81754], [-12.18090, 6.49013, -13.73318], [-10.30278, 5.36307, -14.51907], [-10.93016, 4.19879, -15.03592], [-11.23855, 8.31310, -12.12190], [-10.50215, 9.20325, -13.45263], [-9.50244, 8.75157, -12.19230], [-11.38805, 4.27861, -16.02185], [-11.52502, 3.59184, -14.35338], [-10.11277, 3.50968, -15.24833], [-9.36873, 5.12867, -8.44967], [-9.45136, 5.60369, -7.09181], [-10.15675, 6.69829, -6.78907], [-11.04947, 7.14217, -7.48268], [-9.72856, 7.31275, -5.73517], [-10.24934, 8.56485, -5.28687], [-9.49015, 4.07048, -8.21817], [-8.45385, 5.26790, -9.02561], [-10.33878, 5.32725, -8.90541], [-11.29969, 8.51628, -4.99964], [-10.16424, 9.34534, -6.04297], [-9.66070, 8.95528, -4.45672], [-10.53441, 15.12464, -3.44491], [-9.45696, 14.41647, -4.06638], [-8.39524, 15.16391, -4.51534], [-8.30340, 16.39804, -4.40096], [-7.38505, 14.33182, -4.86291], [-6.14910, 14.81315, -5.46224], [-10.30369, 15.78575, -2.60956], [-11.38164, 14.49288, -3.17811], [-10.81857, 15.68055, -4.33838], [-6.12424, 14.69554, -6.54558], [-5.32642, 14.24360, -5.02990], [-6.04538, 15.85970, -5.17571]],
  "mulliken_charge": [-0.404, 0.295, -0.315, 0.696, -0.556, -0.345, -0.278, 0.295, 0.260, 0.349, -0.356, 0.385, -0.311, 0.680, -0.488, -0.375, -0.289, 0.226, 0.253, 0.276, -0.700, -0.303, 0.734, -0.528, -0.290, -0.635, 0.286, 0.292, 0.310, 0.268, 0.277, 0.289, -0.617, -0.295, 0.799, -0.564, -0.301, -0.688, 0.281, 0.233, 0.290, 0.269, 0.299, 0.295, -0.641, -0.271, 0.697, -0.506, -0.295, -0.700, 0.322, 0.294, 0.220, 0.295, 0.310, 0.276, -0.676, -0.342, 0.862, -0.598, -0.321, -0.620, 0.262, 0.261, 0.355, 0.295, 0.274, 0.250, -0.603, -0.279, 0.765, -0.572, -0.290, -0.605, 0.269, 0.239, 0.280, 0.234, 0.221, 0.341],
  "smiles": "O=C1OC[C@@H](F)O1.O=C1OC[C@@H](F)O1.COC(=O)OC.COC(=O)OC.COC(=O)OC.COC(=O)OC.COC(=O)OC",
  "charge": 0,
  "homo_energy_ev": -10.66,
  "homo_lumo_gap_ev": 10.71,
  "e_above_lowest_kcal_mol": 64.9
}

Record 2
{
  "formula": "C21H36F8IN2O3",
  "method": "ωB97M-V/def2-TZVPD",
  "species": ["C", "C", "C", "C", "C", "C", "O", "C", "C", "F", "F", "C", "F", "F", "C", "F", "F", "C", "F", "F", "N", "C", "C", "O", "C", "C", "O", "C", "C", "N", "C", "C", "C", "C", "I", "H", "H", "H", "H", "H", "H", "H", "H", "H", "H", "H", "H", "H", "H", "H", "H", "H", "H", "H", "H", "H", "H", "H", "H", "H", "H", "H", "H", "H", "H", "H", "H", "H", "H", "H", "H"],
  "coordinates": [[1.98720, -3.97941, -0.79813], [1.67026, -2.91339, 0.37522], [1.01332, -1.63131, -0.31248], [0.29421, -0.75608, 0.87033], [-1.18179, -1.35626, 1.00110], [-2.14417, -0.53720, 1.97885], [-3.21505, 0.01372, 1.18660], [-4.45412, -0.68437, 1.35113], [-5.02227, -1.32631, 0.01370], [-3.95350, -2.08238, -0.55397], [-6.00543, -2.25966, 0.35236], [-5.46344, -0.28912, -1.10810], [-5.47408, -1.01769, -2.32587], [-4.48929, 0.71178, -1.30924], [-6.92906, 0.30628, -0.95334], [-7.94074, -0.64381, -0.95117], [-7.14904, 1.10297, -2.10478], [-7.15649, 1.26833, 0.28990], [-6.07020, 2.09485, 0.59444], [-7.62507, 0.55943, 1.42867], [1.01178, -1.01347, 2.16501], [1.82727, 0.15455, 2.59011], [2.67282, 0.72016, 1.36734], [3.67847, 1.58573, 1.88053], [4.51465, 2.10979, 0.82616], [5.53106, 1.00756, 0.22131], [4.94046, 0.54222, -1.00720], [5.90503, 0.38806, -2.07169], [6.22665, -1.15889, -2.40149], [1.72708, 1.36863, 0.39811], [0.33152, 0.77202, 0.41640], [-0.24671, 0.98034, -1.08089], [-0.44174, 2.54636, -1.42721], [-1.59767, 3.22041, -0.54747], [-1.13145, 2.56546, -3.52568], [1.23263, -4.83542, -0.70860], [3.03106, -4.41320, -0.67362], [1.84615, -3.49849, -1.82092], [1.00065, -3.42656, 1.13051], [2.63964, -2.63150, 0.88974], [1.79161, -1.00986, -0.86185], [0.18861, -2.02157, -0.99706], [-1.62765, -1.32665, -0.05175], [-1.17551, -2.46759, 1.27792], [-2.46985, -1.09339, 2.90781], [-1.53556, 0.36237, 2.35139], [-4.42064, -1.52928, 2.11946], [-5.19878, 0.07199, 1.78393], [-8.01917, 1.96271, 0.01012], [0.34740, -1.24619, 2.90860], [1.21558, 0.97606, 3.11075], [2.56747, -0.22015, 3.37407], [3.10277, -0.19492, 0.82697], [5.12142, 2.96831, 1.25855], [3.95100, 2.53098, -0.06474], [5.55901, 0.17116, 0.99647], [6.52427, 1.53450, 0.10498], [6.85999, 0.98074, -1.94066], [5.40225, 0.78814, -3.02115], [5.23629, -1.62902, -2.68459], [6.67314, -1.71198, -1.52156], [6.89260, -1.14009, -3.31860], [1.63470, 2.36241, 0.68950], [2.13960, 1.38191, -0.54717], [-0.28972, 1.47376, 1.06375], [0.48176, 0.55321, -1.83383], [-1.29362, 0.52913, -1.15750], [0.53512, 3.12498, -1.40993], [-2.54804, 2.59505, -0.56767], [-1.23818, 3.39862, 0.52697], [-1.79846, 4.26060, -0.97882]],
  "mulliken_charge": [-1.073, -0.287, -1.304, 0.919, -0.950, -0.634, -0.072, -0.762, 0.753, -0.304, -0.280, 0.493, -0.332, -0.173, 0.678, -0.247, -0.278, -0.020, -0.196, -0.249, -0.156, -0.961, 0.246, -0.492, -0.312, -0.581, -0.209, -0.432, -0.938, -0.213, -1.274, -0.897, -0.642, -0.796, 0.092, 0.279, 0.317, 0.312, 0.293, 0.285, 0.307, 0.551, 0.273, 0.517, 0.332, 0.252, 0.415, 0.278, 0.277, 0.426, 0.185, 0.475, 0.221, 0.427, 0.173, 0.271, 0.475, 0.347, 0.264, 0.220, 0.273, 0.373, 0.638, 0.782, 0.394, 0.506, 0.442, 0.454, 0.157, 0.247, 0.447],
  "smiles": "CCC[C@@]1(CCOCC(F)(F)C(F)(F)C(F)(F)C(F)F)NC[C@H](OCCOCC)[NH2+][C@H]1C[C@H](C)I",
  "charge": 1,
  "homo_energy_ev": -12.04,
  "homo_lumo_gap_ev": 9.35
}

Record 3
{
  "formula": "C21H36FINOSSi3Ta",
  "method": "ωB97M-V/def2-TZVPD",
  "species": ["Ta", "C", "O", "Si", "C", "C", "C", "Si", "C", "C", "C", "Si", "C", "C", "C", "H", "H", "H", "H", "H", "H", "H", "H", "H", "H", "H", "H", "H", "H", "H", "H", "H", "H", "H", "H", "H", "H", "H", "H", "H", "H", "H", "I", "C", "C", "C", "C", "N", "C", "H", "H", "H", "H", "F", "S", "C", "C", "C", "C", "C", "C", "H", "H", "H", "H", "H"],
  "coordinates": [[0.23979, -0.27325, 0.47893], [3.44109, -0.42841, 0.81081], [2.18128, 0.29854, 0.73495], [1.95519, 2.03774, 0.18684], [3.15148, 2.33329, -1.18177], [2.44969, 3.01075, 1.67954], [0.14945, 1.66759, -0.14153], [-0.47546, 1.85832, -2.01822], [-0.64676, 3.68863, -2.32823], [-2.10111, 0.96675, -2.25464], [0.79132, 1.18010, -3.22632], [-1.02389, 2.69619, 1.04873], [-0.93109, 1.91331, 2.76339], [-2.80592, 2.63761, 0.52581], [-0.41063, 4.46368, 1.12944], [3.86433, -0.46467, -0.19046], [3.23689, -1.43236, 1.17235], [4.10068, 0.10173, 1.49344], [4.16583, 2.17617, -0.80475], [3.09114, 3.38179, -1.48734], [3.01384, 1.71853, -2.06552], [3.46705, 2.71414, 1.94934], [1.81521, 2.87423, 2.55313], [2.48306, 4.07702, 1.44904], [-1.30894, 4.20780, -1.63677], [-1.06556, 3.81513, -3.33112], [0.32186, 4.19400, -2.32308], [-2.95076, 1.59519, -1.99528], [-2.19536, 0.03427, -1.69625], [-2.19054, 0.72005, -3.31533], [1.44038, 0.38892, -2.84949], [1.42689, 1.98050, -3.60791], [0.25852, 0.76227, -4.08336], [-1.59291, 1.04991, 2.85729], [-1.29477, 2.66214, 3.47354], [0.06653, 1.63529, 3.11295], [-3.18105, 1.62115, 0.41200], [-3.02406, 3.19881, -0.38115], [-3.37367, 3.10651, 1.33576], [0.20105, 4.65159, 2.01135], [-1.27858, 5.12388, 1.20107], [0.14887, 4.77506, 0.24631], [-2.51735, -3.43231, 4.84369], [-0.82272, -2.41459, 4.23602], [0.27838, -2.27075, 5.07175], [1.37024, -1.54171, 4.62384], [1.33036, -0.97967, 3.36909], [0.27294, -1.12306, 2.54484], [-0.78424, -1.83828, 2.97897], [0.27867, -2.70836, 6.06144], [2.23764, -1.39525, 5.25136], [2.15015, -0.37001, 3.01045], [-1.62358, -1.92965, 2.30333], [-1.62437, -0.44065, 0.67454], [0.67937, -1.67166, -1.30471], [0.05800, -2.95368, -0.20967], [-1.30134, -3.27487, -0.22227], [-1.75307, -4.32527, 0.55894], [-0.85708, -5.05372, 1.33676], [0.49620, -4.73625, 1.33860], [0.95946, -3.68490, 0.56328], [-1.98731, -2.71634, -0.84617], [-2.80170, -4.59142, 0.54571], [-1.21597, -5.88380, 1.92972], [1.19410, -5.32279, 1.92094], [2.01794, -3.46038, 0.52199]],
  "mulliken_charge": [-0.088, -1.116, 0.453, 0.174, -1.321, -1.274, 1.404, 0.661, -1.148, -0.830, -1.361, 0.453, -1.206, -1.072, -1.254, 0.314, 0.279, 0.351, 0.459, 0.394, 0.418, 0.464, 0.332, 0.456, 0.304, 0.449, 0.330, 0.355, 0.082, 0.496, 0.399, 0.395, 0.421, 0.292, 0.589, 0.231, 0.232, 0.333, 0.462, 0.450, 0.472, 0.360, 0.198, -0.728, -0.243, -1.133, -0.256, 0.248, -0.337, 0.474, 0.523, 0.522, 0.605, -0.643, -0.303, 0.563, -0.208, -0.692, -0.561, -0.755, -0.296, 0.457, 0.460, 0.507, 0.483, 0.520],
  "charge": 2,
  "homo_energy_ev": -14.72,
  "homo_lumo_gap_ev": 7.82,
  "e_above_lowest_kcal_mol": 0.0
}